A molecular structure, C5H7NO, computed with wB97M-V/def2-TZVPD.

Energy relative to the best compared isomer or geometry (same formula, charge and spin), kcal per mole: 79.2
Orbital gap, eV: 8.66

Cartesian coordinates (Å):
C  -1.558  0.163  0.717
N  -0.508  0.235  -0.324
C  -0.047  -1.059  -0.778
C  1.266  -1.146  -0.474
C  1.766  0.102  0.086
C  0.712  0.957  0.089
O  0.370  2.201  -0.005
H  -2.522  0.003  0.228
H  -1.578  1.120  1.244
H  -1.355  -0.654  1.415
H  -0.752  -1.805  -1.115
H  1.882  -2.016  -0.674
H  2.803  0.367  0.233
H  -0.555  1.457  -0.700